Record 1
{"formula": "C32H57BN11S3Sn", "method": "ωB97M-V with the def2-TZVPD basis set", "species": ["Sn", "N", "C", "C", "N", "C", "C", "N", "C", "C", "N", "H", "H", "H", "H", "H", "H", "H", "H", "H", "H", "H", "H", "H", "H", "H", "H", "H", "H", "C", "C", "C", "C", "N", "C", "C", "N", "B", "N", "C", "C", "N", "C", "S", "C", "C", "C", "C", "N", "C", "C", "N", "C", "S", "C", "C", "C", "C", "C", "S", "H", "H", "H", "H", "H", "H", "H", "H", "H", "H", "H", "H", "H", "H", "H", "H", "H", "H", "H", "H", "H", "H", "H", "H", "H", "H", "H", "H", "H", "H", "H", "H", "H", "H", "C", "C", "C", "N", "C", "C", "H", "H", "H", "H", "H"], "coordinates": [[0.1611, -0.1667, 1.5756], [1.4461, -2.2968, 1.3532], [0.8788, -3.3975, 2.0588], [0.5071, -3.0010, 3.4740], [-0.4318, -1.8744, 3.4709], [-0.3253, -1.0887, 4.7183], [0.9929, -0.3839, 4.8853], [1.2175, 0.5620, 3.7704], [-1.8125, -2.3710, 3.3033], [-2.8020, -1.2376, 3.1500], [-2.3422, -0.3279, 2.0882], [1.3133, -2.4085, 0.3514], [2.4311, -2.1902, 1.5421], [1.5607, -4.2573, 2.1354], [-0.0004, -3.7545, 1.4986], [1.4549, -2.7031, 3.9372], [0.1136, -3.8517, 3.9960], [-0.4996, -1.7446, 5.5728], [-1.0682, -0.2760, 4.6666], [1.8058, -1.1328, 4.7951], [1.0688, 0.0942, 5.8582], [2.2076, 0.8477, 3.7862], [0.6447, 1.3662, 3.9658], [-2.1364, -2.9601, 4.1934], [-1.8372, -3.0194, 2.4223], [-2.8691, -0.6639, 4.0841], [-3.7992, -1.6331, 2.9739], [-2.7231, 0.5978, 2.2253], [-2.6545, -0.6908, 1.1947], [-4.5066, -3.0073, -1.2945], [-3.6932, -3.2485, -2.5883], [-4.6724, -3.1966, -3.7917], [-3.0233, -4.5930, -2.6123], [-2.6785, -2.1742, -2.7910], [-2.6315, -1.3007, -3.8955], [-1.6339, -0.4463, -3.6976], [-1.0109, -0.7260, -2.4902], [0.2030, -0.0667, -1.9045], [1.4988, -0.8446, -2.3581], [1.7002, -1.6489, -3.4717], [2.9526, -2.1158, -3.4410], [3.5407, -1.5916, -2.3005], [2.6384, -0.8102, -1.6398], [2.9079, 0.1234, -0.2123], [4.9929, -1.6866, -1.9982], [5.1898, -2.1808, -0.5580], [5.5801, -0.3030, -2.2042], [5.6523, -2.6343, -2.9563], [0.3180, 1.4344, -2.3241], [1.1850, 1.9862, -3.2570], [1.1772, 3.3311, -3.1330], [0.3066, 3.6382, -2.0670], [-0.2067, 2.4772, -1.5904], [-1.3633, 2.2848, -0.3094], [-0.0448, 5.0394, -1.6473], [0.2097, 5.2122, -0.1572], [-1.4885, 5.3163, -1.9780], [0.7830, 6.0349, -2.4365], [-1.6620, -1.8109, -1.9520], [-1.2486, -2.5437, -0.4677], [-5.2760, -3.7784, -1.2438], [-4.9661, -2.0204, -1.3519], [-3.8629, -3.1286, -0.4129], [-5.4736, -3.9416, -3.6283], [-4.2035, -3.5111, -4.7318], [-5.1477, -2.2509, -3.9547], [-3.7418, -5.3991, -2.4340], [-2.2205, -4.6752, -1.8660], [-2.5291, -4.7437, -3.5841], [-3.2508, -1.4323, -4.7259], [-1.2813, 0.3330, -4.3522], [0.1096, -0.0815, -0.7193], [0.9290, -1.8536, -4.1871], [3.4321, -2.7586, -4.1307], [4.8379, -1.4652, 0.1792], [6.2390, -2.3698, -0.4243], [4.6796, -3.1573, -0.4381], [5.1092, 0.4582, -1.5629], [5.5310, 0.0012, -3.2684], [6.6808, -0.3500, -2.0487], [5.2305, -3.6176, -2.8742], [6.7412, -2.6725, -2.7893], [5.5242, -2.2858, -3.9736], [1.8033, 1.3611, -3.9026], [1.6444, 4.0389, -3.7679], [-0.3472, 4.5156, 0.4558], [-0.0353, 6.2228, 0.1099], [1.2862, 5.0312, 0.0589], [-2.1645, 4.6445, -1.4252], [-1.6413, 5.1542, -3.0586], [-1.7093, 6.3429, -1.7211], [1.8678, 5.9320, -2.2862], [0.4515, 7.0315, -2.1702], [0.5502, 5.9238, -3.4907], [-2.0040, 4.9263, 5.3136], [-1.4338, 4.7901, 4.0393], [-1.1192, 3.4948, 3.6377], [-1.2454, 2.4321, 4.4228], [-1.6944, 2.6196, 5.6512], [-2.1279, 3.8434, 6.1204], [-2.3116, 5.9097, 5.6646], [-1.2574, 5.5997, 3.3687], [-0.7741, 3.2870, 2.5893], [-1.7701, 1.7435, 6.2566], [-2.5339, 3.8711, 7.1351]], "total_charge": 1, "total_energy_ha": -3289.59897, "homo_lumo_gap_ev": 7.38}



Record 2
{"formula": "C4H6NO", "method": "ωB97M-V with the def2-TZVPD basis set", "species": ["C", "C", "C", "C", "N", "O", "H", "H", "H", "H", "H", "H"], "coordinates": [[-0.7128, 0.0742, -0.1301], [-1.7484, -0.7104, -0.4979], [0.0682, 1.2923, -0.1010], [0.3251, 0.0872, 0.7894], [1.9739, -0.6306, 0.3345], [2.2861, 0.0125, -0.7842], [-2.1140, -1.6250, 0.0196], [-2.3963, -0.6367, -1.3500], [0.7231, 1.5981, -0.9239], [-0.4680, 2.1685, 0.4490], [0.2903, 0.0760, 1.9366], [1.7728, -1.7062, 0.2580]], "total_charge": -1, "total_energy_ha": -285.81146, "homo_lumo_gap_ev": [5.96, 5.96], "de_lowest_kcal_mol": 71.7}



Record 3
{"formula": "C12H14NS", "method": "ωB97M-V with the def2-TZVPD basis set", "species": ["C", "C", "C", "C", "C", "C", "C", "C", "C", "C", "C", "C", "N", "S", "H", "H", "H", "H", "H", "H", "H", "H", "H", "H", "H", "H", "H", "H"], "coordinates": [[-0.0782, 0.9035, 0.1415], [-0.1151, -0.2544, -0.2533], [0.4922, 4.9436, 1.2516], [0.3282, 4.5893, -0.0512], [0.5670, 3.8922, 2.1541], [0.2558, 3.2705, -0.5302], [0.3626, 2.5621, 1.7824], [0.1307, 2.2303, 0.4440], [-0.0928, -1.5236, -0.5336], [0.0002, -3.7981, -1.3104], [0.1153, -1.8826, -2.7889], [-1.8778, -1.8097, 2.2809], [0.0255, -2.3843, -1.4539], [-0.3684, -2.5651, 1.8022], [0.5752, 5.9439, 1.5206], [0.4865, 5.5189, -0.7745], [0.6180, 3.9949, 3.2346], [0.1021, 3.0890, -1.5810], [0.4262, 1.7668, 2.5259], [-0.2574, -4.0007, -0.2154], [0.9088, -4.2468, -1.6297], [-0.8224, -4.1942, -1.8651], [-0.5678, -2.4479, -3.4481], [1.1910, -1.8949, -3.2886], [-0.3321, -0.8967, -2.8553], [-2.7804, -2.3696, 1.8565], [-1.9315, -0.7996, 1.8648], [-1.7855, -2.0843, 3.2739]], "total_charge": 1, "total_energy_ha": -918.15859, "homo_lumo_gap_ev": [7.24, 7.24], "de_lowest_kcal_mol": 89.2}



Record 4
{"formula": "C47H45AlClF7NO2", "method": "ωB97M-V with the def2-TZVPD basis set", "species": ["C", "C", "O", "N", "C", "Al", "C", "C", "O", "Cl", "H", "H", "H", "H", "H", "H", "H", "H", "H", "H", "F", "C", "C", "C", "C", "C", "C", "H", "H", "H", "H", "H", "F", "C", "C", "C", "C", "C", "C", "H", "H", "H", "H", "H", "F", "C", "C", "C", "C", "C", "C", "H", "H", "H", "H", "H", "F", "C", "C", "C", "C", "C", "C", "H", "H", "H", "H", "H", "F", "C", "C", "C", "C", "C", "C", "H", "H", "H", "H", "H", "F", "C", "C", "C", "C", "C", "C", "H", "H", "H", "H", "H", "F", "C", "C", "C", "C", "C", "C", "H", "H", "H", "H", "H"], "coordinates": [[-2.5839, 1.2219, -4.3078], [-1.7327, 1.0233, -2.8866], [-1.9452, -0.1292, -2.2425], [-0.8351, 2.1555, -2.4389], [-0.0778, 1.8433, -1.1676], [-1.7796, 3.8302, -2.3638], [-0.9697, 5.2337, -1.1070], [-2.0785, 5.5594, 0.0931], [-3.2139, 6.1754, -0.2584], [-1.8201, 5.1260, 1.8790], [-2.2740, 2.2251, -4.8751], [-3.7599, 1.1910, -4.1341], [-2.2736, 0.3133, -4.9975], [0.3002, 2.8001, -0.5786], [-0.6546, 1.1841, -0.3919], [0.9132, 1.2505, -1.4704], [-3.3546, 3.6499, -2.0664], [-1.7141, 4.4564, -3.8499], [0.0771, 4.9668, -0.6579], [-0.8415, 6.2421, -1.6981], [-6.8191, -2.7182, 0.8125], [-5.6007, -2.2239, 1.0692], [-4.9236, -1.5233, 0.0771], [-3.6572, -1.0040, 0.3457], [-3.0769, -1.2009, 1.6012], [-3.7624, -1.9100, 2.5887], [-5.0333, -2.4193, 2.3235], [-5.3866, -1.3874, -0.8948], [-3.1228, -0.4481, -0.4207], [-2.0872, -0.7996, 1.8087], [-3.3070, -2.0655, 3.5638], [-5.5840, -2.9651, 3.0824], [-0.5754, -6.3513, -1.7740], [-1.7688, -5.9039, -1.3614], [-2.5551, -6.7073, -0.5430], [-3.7956, -6.2398, -0.1090], [-4.2410, -4.9771, -0.5077], [-3.4466, -4.1802, -1.3334], [-2.2015, -4.6434, -1.7580], [-2.1963, -7.6887, -0.2504], [-4.4145, -6.8571, 0.5374], [-5.2105, -4.6147, -0.1726], [-3.7972, -3.1994, -1.6458], [-1.5674, -4.0335, -2.3928], [-0.8502, 2.4216, -6.8891], [0.3682, 2.9158, -6.6324], [1.0453, 3.6165, -7.6245], [2.3117, 4.1357, -7.3559], [2.8920, 3.9388, -6.1004], [2.2065, 3.2298, -5.1129], [0.9356, 2.7204, -5.3781], [0.5823, 3.7523, -8.5964], [2.8461, 4.6917, -8.1223], [3.8817, 4.3401, -5.8929], [2.6619, 3.0742, -4.1378], [0.3849, 2.1746, -4.6192], [-2.4630, -5.4314, 7.1468], [-2.3500, -5.7647, 5.8542], [-2.2056, -7.1023, 5.5027], [-2.0931, -7.4503, 4.1566], [-2.1154, -6.4547, 3.1769], [-2.2557, -5.1144, 3.5402], [-2.3794, -4.7679, 4.8854], [-2.1821, -7.8612, 6.2780], [-1.9876, -8.4940, 3.8709], [-2.0231, -6.7261, 2.1274], [-2.2686, -4.3409, 2.7761], [-2.4981, -3.7318, 5.1849], [3.1970, 3.8972, -0.4485], [3.3241, 3.6973, 0.8700], [2.9191, 4.6907, 1.7548], [3.0465, 4.4809, 3.1279], [3.5882, 3.2832, 3.6010], [3.9965, 2.2942, 2.7048], [3.8586, 2.4998, 1.3323], [2.5084, 5.6179, 1.3688], [2.7256, 5.2482, 3.8281], [3.6915, 3.1218, 4.6719], [4.4216, 1.3645, 3.0752], [4.1625, 1.7382, 0.6218], [0.1670, 0.7565, 2.4723], [0.2941, 0.5567, 3.7909], [-0.1109, 1.5500, 4.6757], [0.0165, 1.3403, 6.0487], [0.5582, 0.1426, 6.5218], [0.9665, -0.8464, 5.6256], [0.8286, -0.6408, 4.2531], [-0.5216, 2.4773, 4.2896], [-0.3044, 2.1075, 6.7490], [0.6615, -0.0188, 7.5927], [1.3916, -1.7761, 5.9960], [1.1325, -1.4024, 3.5427], [3.9901, 1.2927, -2.9567], [5.3092, 1.1390, -2.7810], [6.0460, 0.4255, -3.7200], [7.4204, 0.2695, -3.5401], [8.0414, 0.8201, -2.4163], [7.2924, 1.5302, -1.4768], [5.9201, 1.6955, -1.6628], [5.5451, -0.0022, -4.5824], [8.0066, -0.2799, -4.2725], [9.1126, 0.6943, -2.2741], [7.7772, 1.9543, -0.6008], [5.3243, 2.2522, -0.9471]], "total_charge": -1, "total_energy_ha": -3424.87113, "homo_lumo_gap_ev": 7.61}



Record 5
{"formula": "C4H7N4O", "method": "ωB97M-V with the def2-TZVPD basis set", "species": ["N", "C", "O", "N", "N", "C", "C", "N", "C", "H", "H", "H", "H", "H", "H", "H"], "coordinates": [[1.6707, 2.5724, -0.1157], [0.4649, 2.0087, 0.0083], [-0.6383, 2.4197, 0.2118], [0.6905, 0.5299, 0.0569], [-0.3071, -0.3529, 0.2135], [-1.5347, -0.2346, 0.4179], [-2.3449, -1.5104, 0.2047], [-1.4094, -2.3878, -0.1078], [-0.0139, -1.9929, -0.1516], [2.4436, 2.0071, -0.2774], [1.8251, 3.5481, 0.0422], [1.6512, 0.1721, -0.0539], [-1.8213, 0.8358, 0.6031], [-1.8056, -3.3320, -0.4919], [0.6082, -2.4238, 0.5356], [0.5210, -1.8595, -1.0958]], "total_charge": 1, "total_energy_ha": -450.49790, "homo_lumo_gap_ev": 8.68, "de_lowest_kcal_mol": 69.3}



Record 6
{"formula": "C26H34FI2N4O6PdS2", "method": "ωB97M-V with the def2-TZVPD basis set", "species": ["Pd", "O", "S", "C", "C", "C", "C", "S", "O", "C", "C", "C", "C", "C", "C", "C", "C", "C", "C", "C", "C", "H", "H", "H", "H", "H", "H", "H", "H", "H", "H", "H", "H", "H", "H", "H", "H", "H", "H", "C", "C", "C", "C", "N", "N", "H", "H", "H", "H", "H", "H", "H", "H", "H", "H", "H", "H", "I", "I", "F", "C", "C", "N", "C", "C", "O", "O", "C", "O", "N", "C", "O", "H", "H", "H", "H"], "coordinates": [[0.0623, 0.4293, 0.0150], [-0.1598, 2.4890, -0.1786], [0.5640, 3.7665, 0.1983], [-0.3129, 4.4942, 1.6044], [-0.3586, 3.7536, 2.9336], [-0.9568, 2.3419, 2.8547], [-2.2523, 2.3024, 2.0533], [-2.8180, 0.6104, 1.8088], [-1.7553, -0.0507, 0.9323], [-4.1807, 0.9553, 0.7306], [-3.9553, 1.5527, -0.5039], [-5.0334, 1.7741, -1.3416], [-6.3145, 1.4101, -0.9391], [-6.5247, 0.8155, 0.2959], [-5.4489, 0.5734, 1.1398], [2.1484, 3.4838, 0.9428], [3.0603, 4.5134, 0.7268], [4.2990, 4.4588, 1.3482], [4.6262, 3.3735, 2.1494], [3.7235, 2.3319, 2.3217], [2.4725, 2.3870, 1.7261], [-1.3084, 4.7220, 1.2198], [0.2014, 5.4546, 1.7080], [-0.9427, 4.3725, 3.6194], [0.6437, 3.6879, 3.3600], [-1.1286, 1.9652, 3.8652], [-0.2378, 1.6656, 2.3909], [-2.1327, 2.6983, 1.0455], [-3.0705, 2.8208, 2.5590], [-2.9508, 1.8154, -0.8159], [-4.8760, 2.2261, -2.3120], [-7.1530, 1.5870, -1.5993], [-7.5219, 0.5279, 0.5993], [-5.5942, 0.0880, 2.0969], [2.8034, 5.3472, 0.0845], [5.0111, 5.2587, 1.1968], [5.5984, 3.3222, 2.6205], [3.9907, 1.4666, 2.9128], [1.7915, 1.5568, 1.8527], [1.9068, -3.9449, 0.3118], [1.0609, -3.6508, -0.9225], [1.8121, -4.0665, -2.1813], [-0.2822, -4.3786, -0.8428], [0.8976, -2.1795, -1.0552], [0.2812, -1.5706, 0.0767], [2.1668, -5.0036, 0.3227], [1.3695, -3.7455, 1.2434], [2.8279, -3.3644, 0.2902], [1.9491, -5.1477, -2.1933], [2.7903, -3.5886, -2.2111], [1.2501, -3.7921, -3.0784], [-0.1225, -5.4540, -0.7634], [-0.8801, -4.1917, -1.7372], [-0.8654, -4.0808, 0.0337], [0.3155, -1.9644, -1.8603], [0.9390, -1.6777, 0.8503], [-0.6247, -1.9810, 0.3127], [-1.5924, 0.0744, -3.0961], [-3.1802, -1.7495, -2.0224], [7.4577, 1.1505, 1.6482], [6.8085, 0.2323, 0.9237], [5.8662, 0.5835, 0.0503], [5.2027, -0.3417, -0.7280], [3.9863, 0.0609, -1.4022], [2.7785, 0.0285, -0.4715], [1.7430, 0.6129, -0.9962], [2.8294, -0.5057, 0.6287], [5.4379, -1.6959, -0.5890], [4.8218, -2.5385, -1.2058], [6.4559, -2.0144, 0.2856], [7.1775, -1.1665, 1.1270], [8.0022, -1.5791, 1.9016], [5.5965, 1.6196, -0.1007], [3.7909, -0.6296, -2.2208], [4.1132, 1.0600, -1.8161], [6.6572, -3.0014, 0.3707]], "total_charge": 1, "total_energy_ha": -3300.96337, "homo_lumo_gap_ev": 6.87, "de_lowest_kcal_mol": 2.7}



Record 7
{"formula": "C2H7NS", "method": "ωB97M-V with the def2-TZVPD basis set", "species": ["N", "C", "C", "S", "H", "H", "H", "H", "H", "H", "H"], "coordinates": [[0.2765, -1.1561, 1.3232], [-0.5478, -0.3282, 0.4280], [0.3240, 0.4577, -0.5262], [-0.7423, 1.7346, -1.2851], [-0.1019, -2.0873, 1.4263], [1.2231, -1.2630, 0.9836], [-1.1156, 0.3273, 1.0955], [-1.3005, -0.8647, -0.1425], [1.0949, 0.9230, 0.0164], [0.7266, -0.1597, -1.3202], [0.1632, 2.4163, -1.9989]], "total_charge": 0, "total_energy_ha": -533.32421, "homo_lumo_gap_ev": 10.08, "de_lowest_kcal_mol": 3.9}



Record 8
{"formula": "C3H11NO3", "method": "ωB97M-V with the def2-TZVPD basis set", "species": ["C", "C", "N", "C", "O", "H", "H", "H", "H", "H", "H", "H", "O", "H", "H", "O", "H", "H"], "coordinates": [[2.0210, -0.1392, -1.6492], [1.3724, 0.5045, -0.4121], [0.7135, -0.5613, 0.3319], [0.7212, -0.6956, 1.7173], [-0.1538, -1.4408, 2.2093], [2.5330, 0.5507, -2.2904], [1.3374, -0.7639, -2.2580], [2.6966, -0.8787, -1.2097], [2.0873, 1.1797, 0.2235], [0.5181, 1.2668, -0.7169], [-0.1102, -1.0768, -0.0415], [1.5291, -0.1080, 2.2661], [-2.8621, -1.3986, 0.7018], [-1.9496, -1.4836, 1.0214], [-3.0897, -0.8788, 1.4499], [-2.1497, 2.2291, -0.2763], [-2.3777, 1.8689, -1.1653], [-2.8368, 1.8260, 0.0980]], "total_charge": 0, "total_energy_ha": -401.34656, "homo_lumo_gap_ev": 10.48, "de_lowest_kcal_mol": 41.7}